(1)
{"formula": "C19H56N2O10", "method": "ωB97M-V/def2-TZVPD", "charge": 0, "de_lowest_kj_mol": 0.00, "gap_ev": 8.3, "lumo_energy_ev": -0.12, "symbols": ["C", "O", "H", "H", "H", "H", "C", "C", "C", "C", "C", "C", "N", "O", "C", "C", "C", "H", "H", "H", "H", "H", "H", "H", "H", "H", "H", "H", "H", "H", "H", "H", "H", "H", "H", "H", "C", "C", "C", "C", "C", "C", "N", "O", "C", "C", "C", "H", "H", "H", "H", "H", "H", "H", "H", "H", "H", "H", "H", "H", "H", "H", "H", "H", "H", "H", "O", "H", "H", "O", "H", "H", "O", "H", "H", "O", "H", "H", "O", "H", "H", "O", "H", "H", "O", "H", "H"], "coordinates": [[-2.30046, -3.62787, 3.12335], [-1.52450, -2.59580, 3.75431], [-3.25512, -3.73392, 3.63859], [-2.36058, -3.42520, 2.05404], [-1.79115, -4.58354, 3.24745], [-0.98123, -2.20502, 3.06601], [-0.86829, -4.25562, -3.47230], [-0.12037, -5.46445, -2.78466], [0.22957, -6.37876, -3.99479], [1.32065, -7.47797, -3.79969], [2.57911, -6.85675, -3.17756], [2.26431, -5.87486, -1.96578], [1.17833, -4.99550, -2.22811], [1.01902, -4.01634, -1.20592], [2.13137, -6.75970, -0.71306], [3.56083, -4.93398, -1.94386], [-1.07066, -6.25362, -1.78231], [-1.08762, -3.59406, -2.63425], [-1.85792, -4.61648, -3.75248], [-0.33549, -3.68469, -4.23275], [-0.66481, -6.89813, -4.33895], [0.49717, -5.71614, -4.81785], [1.44225, -7.83652, -4.82183], [0.94880, -8.36771, -3.29155], [3.17445, -6.44238, -3.99117], [3.11248, -7.74053, -2.82748], [2.43076, -6.07420, 0.07974], [1.12398, -7.13238, -0.52766], [2.62852, -7.72799, -0.77098], [3.73355, -4.25301, -2.77726], [3.56318, -4.29361, -1.06181], [4.45082, -5.56150, -1.89649], [-0.76562, -6.14995, -0.74101], [-1.21780, -7.27108, -2.14456], [-2.04604, -5.77056, -1.84057], [1.12253, -3.16908, -1.64526], [-2.06409, 7.27359, 1.82977], [-2.56703, 5.86513, 1.47756], [-3.73637, 5.55237, 2.40703], [-4.67452, 4.39797, 2.13361], [-5.26673, 4.68567, 0.76494], [-4.11252, 4.82391, -0.31294], [-3.19315, 5.96468, 0.11422], [-2.24839, 6.29881, -0.86315], [-3.43710, 3.46788, -0.51497], [-4.80727, 5.34885, -1.60729], [-1.34762, 4.86310, 1.55729], [-1.61595, 7.39419, 2.81603], [-1.32202, 7.55291, 1.08183], [-2.87662, 7.99440, 1.73855], [-3.32447, 5.37710, 3.40087], [-4.32672, 6.46121, 2.52361], [-4.19054, 3.42359, 2.20030], [-5.47574, 4.36879, 2.87205], [-5.96278, 5.52448, 0.76442], [-5.84944, 3.79267, 0.53888], [-3.26590, 2.88255, 0.38846], [-2.47958, 3.62128, -1.01268], [-4.07710, 2.81472, -1.10817], [-5.15412, 6.28122, -1.16180], [-5.66957, 4.78574, -1.96428], [-4.09976, 5.68264, -2.36632], [-1.54256, 3.81357, 1.77775], [-0.74796, 4.88749, 0.64740], [-0.61959, 5.12438, 2.32528], [-1.55103, 5.63996, -0.82859], [7.35140, 1.34692, 1.80808], [6.67284, 1.55353, 2.45081], [6.90281, 1.38894, 0.96355], [4.58344, 6.07818, 0.31019], [5.18411, 6.81493, 0.42248], [5.14640, 5.30430, 0.33049], [5.21690, 2.70291, 5.89516], [4.43922, 2.42132, 6.37699], [5.35015, 3.61169, 6.16459], [5.69412, 0.39904, -1.64700], [6.44235, 0.24367, -2.22341], [5.00338, -0.16627, -1.99273], [2.32031, 0.52828, 1.65046], [2.37913, 0.51247, 0.69520], [2.79582, 1.31836, 1.90714], [1.29428, 1.44916, 7.13530], [0.52521, 1.84055, 7.54952], [0.93635, 0.87934, 6.45455], [1.10727, 0.46322, -2.83733], [1.01473, -0.20751, -3.51394], [0.98199, 1.29102, -3.30131]], "atomic_forces_ev_per_a": [[0.88, -0.01, 0.35], [-0.40, -0.15, -0.14], [-0.10, 0.37, -0.32], [-0.57, -0.09, 0.04], [0.10, -0.16, -0.07], [0.12, 0.06, 0.13], [-0.20, -0.54, 2.49], [0.46, -0.54, -0.84], [0.24, -0.68, 0.50], [-1.08, 1.39, -0.54], [-1.28, -0.75, -0.31], [2.58, -0.67, -1.65], [-1.62, 0.80, -1.75], [-0.29, -0.79, 0.37], [-0.38, 0.55, 0.17], [-0.24, -0.84, 1.18], [0.11, 1.46, -0.89], [-0.06, 0.49, -0.06], [0.17, 0.04, -0.63], [0.08, -0.50, -0.07], [-0.34, 0.19, 0.13], [0.42, -0.08, -0.04], [0.70, -0.10, -0.05], [-0.12, 0.25, 0.58], [-0.04, 0.56, 0.24], [0.57, 0.47, 0.40], [0.06, -0.78, 0.65], [-0.33, 0.68, -0.12], [0.96, 0.53, 0.15], [-0.72, -0.34, -0.43], [-0.05, -0.14, 0.20], [0.05, -0.12, 0.16], [0.16, -0.34, -0.17], [0.27, -0.11, 0.48], [-0.19, -0.07, 0.06], [0.12, 0.03, -0.19], [0.13, 0.16, -0.70], [-0.07, -0.43, -0.49], [0.48, -0.25, 1.86], [-0.08, 0.89, -0.55], [0.94, -1.36, -0.49], [-0.86, 0.29, 0.06], [-0.72, -0.79, 0.96], [-0.25, 0.13, -0.23], [0.07, -0.03, 0.03], [0.60, 1.07, 1.44], [-0.18, 0.18, 0.18], [-0.06, -0.43, 0.06], [0.13, 0.12, 0.10], [-0.09, -0.08, -0.01], [0.35, 0.19, 0.23], [-0.10, 0.08, -0.25], [0.14, 0.03, -0.23], [0.04, 0.15, 0.17], [0.32, 0.23, 0.05], [-0.21, 0.03, -0.68], [0.18, 0.37, 0.21], [0.01, -0.28, -0.20], [0.06, 0.18, -0.37], [-0.57, 0.32, -0.62], [0.36, -0.26, 0.00], [-0.08, -0.59, -0.19], [-0.62, 0.02, -0.26], [-0.06, -0.02, -0.17], [-0.22, 0.49, 0.19], [0.34, -0.39, -0.09], [0.24, 0.04, 0.02], [-0.14, 0.02, 0.27], [-0.13, -0.10, -0.31], [-0.25, -0.01, -0.03], [0.12, 0.22, 0.03], [0.13, -0.22, 0.00], [0.17, -0.09, -0.21], [-0.28, -0.15, 0.13], [0.06, 0.22, 0.05], [0.01, 0.20, 0.21], [0.23, -0.02, -0.12], [-0.23, -0.13, -0.04], [-0.14, -0.16, 0.15], [-0.02, -0.03, -0.29], [0.12, 0.19, 0.12], [0.27, 0.09, 0.05], [-0.17, 0.11, 0.14], [-0.05, -0.20, -0.21], [0.11, -0.10, 0.27], [-0.05, -0.19, -0.18], [-0.03, 0.26, -0.08]], "mulliken_charge": [-0.4716, -0.4924, 0.2266, 0.2120, 0.2215, 0.3040, -1.8920, 1.5044, -1.4247, -0.6967, -1.1932, 1.3004, 0.4101, -0.4633, -1.5120, -1.7925, -1.6886, 0.5142, 0.4245, 0.3732, 0.4534, 0.4359, 0.4227, 0.3101, 0.4142, 0.4037, 0.3299, 0.3607, 0.3136, 0.3943, 0.4065, 0.4311, 0.3715, 0.2888, 0.4753, 0.3230, -1.9884, 1.5962, -1.2966, -0.5907, -1.1566, 1.5014, 0.0309, -0.4513, -1.6990, -1.6947, -1.4281, 0.3877, 0.4151, 0.4453, 0.4072, 0.4261, 0.3066, 0.3848, 0.3833, 0.3972, 0.2844, 0.2847, 0.4816, 0.4423, 0.3665, 0.3642, 0.3133, 0.2972, 0.4509, 0.3392, -0.6375, 0.3102, 0.3167, -0.6410, 0.3226, 0.3184, -0.6380, 0.3241, 0.3112, -0.6087, 0.3129, 0.3043, -0.6214, 0.3047, 0.3115, -0.6302, 0.3159, 0.3207, -0.6057, 0.3038, 0.3065]}

(2)
{"formula": "C34H45BrClN4O3", "method": "ωB97M-V/def2-TZVPD", "charge": -1, "gap_ev": 4.4, "lumo_energy_ev": 0.67, "symbols": ["C", "C", "C", "C", "C", "C", "C", "C", "C", "C", "C", "C", "C", "Br", "C", "C", "C", "C", "C", "C", "C", "C", "O", "C", "C", "C", "C", "C", "C", "N", "C", "N", "N", "C", "C", "N", "C", "O", "C", "C", "C", "O", "H", "H", "H", "H", "H", "H", "H", "H", "H", "H", "H", "H", "H", "H", "H", "H", "H", "H", "H", "H", "H", "H", "H", "H", "H", "H", "H", "H", "H", "H", "H", "H", "H", "H", "H", "H", "H", "H", "H", "H", "H", "H", "H", "H", "H", "Cl"], "coordinates": [[1.37971, -4.59268, 1.56662], [2.14464, -4.13789, 0.30261], [3.50607, -3.52806, 0.74423], [4.56523, -3.75637, -0.35968], [4.58695, -2.62846, -1.42735], [5.84736, -1.75036, -1.27260], [5.78196, -0.63161, -0.20981], [4.46639, 0.16873, -0.13649], [3.89297, 0.60664, -1.49438], [2.38499, 0.96789, -1.36469], [2.22989, 2.01012, -0.22056], [1.04576, 2.93330, -0.36731], [1.09789, 3.89879, -1.36235], [2.60158, 4.02964, -2.53740], [0.10873, 4.79216, -1.55339], [-1.02153, 4.80767, -0.77922], [-2.05664, 5.86686, -1.04290], [-2.97424, 5.57194, -2.26505], [-3.43993, 4.09732, -2.39372], [-1.09341, 3.86008, 0.20114], [-0.08221, 2.93426, 0.40562], [-0.26398, 1.93641, 1.52010], [0.62547, 1.49106, 2.20182], [-1.68790, 1.50983, 1.81835], [-2.03878, 0.25164, 2.26842], [-1.02797, -0.85755, 2.46734], [-1.57350, -2.21381, 1.92581], [-1.30287, -2.33162, 0.41893], [-2.18137, -3.40426, -0.29305], [-2.55434, -2.97157, -1.64707], [-3.91500, -2.62993, -1.81427], [-4.41419, -2.75178, -2.96768], [-4.73968, -2.10341, -0.75265], [-3.36537, 0.03482, 2.53417], [-4.33691, 0.97855, 2.37367], [-5.68373, 0.61145, 2.72454], [-6.37398, 1.57114, 3.06330], [-7.13379, 2.47525, 3.10212], [-3.98958, 2.21480, 1.88753], [-2.68225, 2.43884, 1.63058], [-2.27530, 3.80240, 1.12274], [-2.89877, 4.76404, 1.51203], [1.53666, -3.81929, 2.33706], [0.30653, -4.69528, 1.36706], [1.79623, -5.56293, 2.04030], [2.28095, -4.99656, -0.36287], [1.62644, -3.34206, -0.25651], [3.84034, -3.95053, 1.69515], [3.30668, -2.46166, 0.91407], [4.30889, -4.70238, -0.84150], [5.55434, -3.83470, 0.10455], [4.64423, -3.06073, -2.43417], [3.64434, -2.07495, -1.38527], [6.67925, -2.42820, -1.05784], [6.07779, -1.27351, -2.23525], [5.92008, -1.10943, 0.77036], [6.65323, 0.01816, -0.34948], [4.68584, 1.05936, 0.46219], [3.73147, -0.41217, 0.43111], [4.06690, -0.10914, -2.29733], [4.37302, 1.55802, -1.77080], [1.89208, 0.04413, -1.03280], [1.99818, 1.31520, -2.32231], [2.27499, 1.48692, 0.72975], [3.12385, 2.64623, -0.25783], [0.22848, 5.53659, -2.33301], [-1.50614, 6.78538, -1.28358], [-2.68102, 6.10758, -0.18903], [-3.87592, 6.17533, -2.11100], [-2.53522, 5.96668, -3.18475], [-4.53463, 4.09036, -2.42558], [-3.14892, 3.46091, -1.55869], [-3.12219, 3.71159, -3.36383], [-0.76937, -1.02512, 3.51498], [-0.12728, -0.65558, 1.88983], [-0.98687, -2.98052, 2.44163], [-2.61403, -2.39317, 2.20149], [-0.25493, -2.62007, 0.31600], [-1.52023, -1.37631, -0.07774], [-1.53370, -4.28125, -0.41221], [-3.02420, -3.73369, 0.31344], [-1.93674, -2.25829, -2.00449], [-5.38140, -2.43977, -2.94912], [-4.54795, -1.13034, -0.55740], [-4.73151, -2.66967, 0.08247], [-3.68052, -0.92687, 2.91772], [-4.73762, 2.98057, 1.71806], [1.54120, -6.95515, 3.27709]], "atomic_forces_ev_per_a": [[0.76, 0.31, -0.41], [0.13, 0.21, 1.12], [-0.27, -0.50, -0.91], [-0.43, 0.72, 0.27], [0.65, -0.56, 0.18], [-0.56, 0.64, -0.37], [-0.02, -0.78, 0.31], [0.60, -0.19, -0.34], [-0.53, 1.07, 0.37], [0.83, -0.57, 0.75], [0.33, -0.13, -0.43], [1.51, -0.58, -0.33], [1.00, -0.59, -0.35], [-0.13, 0.13, 0.13], [-0.15, 1.27, -1.22], [-0.56, 0.89, 0.11], [-0.09, 0.56, -0.78], [-0.41, -0.07, 0.67], [-0.52, 0.83, -0.55], [-1.29, -0.17, 1.06], [-0.24, -0.84, 0.90], [-0.92, -0.34, 0.42], [0.48, 0.20, -0.13], [0.81, 0.19, -0.59], [1.31, -0.40, 0.35], [-0.84, -1.06, -0.60], [1.01, 0.14, 0.26], [-1.18, -0.53, 0.46], [1.90, 0.20, -0.28], [-1.05, -0.26, 1.19], [-0.19, 0.35, -0.69], [0.02, -0.01, -0.48], [-0.01, -0.47, -0.08], [-0.43, -1.36, 0.57], [-0.38, -0.47, 0.15], [0.24, 1.14, 0.84], [-1.85, 1.07, -1.78], [1.30, -1.59, 0.90], [-1.50, 0.26, 0.17], [1.28, 1.70, -1.11], [-0.29, -0.49, 0.58], [0.04, 0.25, -0.27], [-0.33, -0.08, -0.05], [0.11, -0.23, 0.20], [-0.76, 1.62, -1.11], [0.08, 0.14, -0.02], [-0.10, -0.30, -0.10], [-0.14, -0.16, -0.11], [0.36, -0.07, 0.07], [0.31, -0.04, 0.12], [-0.02, -0.13, -0.22], [-0.11, -0.05, 0.14], [0.16, 0.10, 0.02], [0.04, 0.20, 0.00], [-0.05, -0.10, 0.05], [0.01, 0.19, -0.04], [-0.18, 0.09, -0.03], [-0.20, -0.09, 0.02], [0.00, -0.01, -0.18], [-0.07, -0.04, 0.13], [0.22, -0.30, -0.21], [-0.36, 0.17, -0.37], [-0.16, -0.10, 0.12], [-0.28, 0.22, -0.04], [-0.14, 0.01, 0.09], [-0.08, -0.01, 0.00], [-0.08, -0.06, 0.13], [0.23, -0.32, 0.09], [0.19, 0.08, -0.06], [0.15, -0.38, 0.02], [0.12, -0.14, 0.05], [0.24, -0.04, -0.21], [0.20, -0.42, 0.33], [0.06, 0.50, -0.02], [0.08, 0.10, 0.38], [-0.20, -0.14, -0.14], [0.01, 0.08, -0.19], [-0.03, 0.37, -0.24], [0.25, 0.04, 0.13], [-0.31, -0.09, 0.09], [-0.13, 0.22, -0.20], [0.02, -0.11, -0.22], [0.02, 0.07, 0.08], [0.20, -0.08, 0.20], [0.14, 0.27, 0.17], [0.01, 0.02, 0.00], [0.14, 0.12, 0.02], [0.00, -1.30, 1.03]], "mulliken_charge": [-1.0849, -0.1202, -0.5337, -1.0684, -0.2043, -1.0942, -0.9759, -0.1625, -0.7773, -0.3625, -1.5521, 0.4541, -0.2616, -0.1518, -0.4039, 0.4906, -1.2871, -0.5229, -0.9065, 0.4654, -0.1392, -0.1454, -0.5964, -0.5005, 1.2484, -0.6537, -1.0825, 0.6080, -1.0720, -0.3069, 0.3754, -0.7060, -0.5998, -0.4975, 0.5333, -0.5776, 0.7140, -0.4372, -1.6626, 1.0980, -0.3124, -0.6038, 0.2519, 0.4479, 0.0816, 0.3269, 0.0416, 0.5351, -0.0169, 0.4361, 0.4171, 0.3824, 0.0816, 0.5114, 0.3685, 0.3817, 0.3992, 0.4981, -0.1077, 0.4296, 0.4728, 0.0377, 0.5741, 0.7610, 0.7290, 0.4559, 0.4682, 0.4239, 0.3939, 0.3888, 0.3287, 0.1481, 0.2586, 0.3382, 0.1522, 0.4209, 0.6681, -0.8166, 0.5172, 0.3799, 0.4976, 0.3241, 0.3074, 0.2324, 0.2939, 0.5686, 0.4255, -0.8396]}